Density functional theory data (ωB97M-V with the def2-TZVPD basis set) for a cluster of 2 separate species, C2H6OS2 in total at a distorted geometry.

Summary:
ΔE to the lowest compared entry with this formula, charge and spin = 0.643 eV
strongest force on any atom = 0.032 Eh/bohr
Kohn-Sham gap (spin up / spin down) = 0.3033 / 0.1687 Ha
total charge = +1
highest occupied orbital energy (spin up / spin down) = -13.44 / -13.43 eV
spin multiplicity = 2

Element x y z (Å)
H: 0.584937 0.227619 -0.938822
O: 1.075860 -2.556180 1.229661
H: 0.126164 -2.107250 -0.513977
H: -2.772062 1.709420 -0.251578
C: 0.110075 -2.369902 0.560547
C: 0.879333 1.039105 -0.276848
S: -1.759323 2.252682 -0.961869
H: 1.549773 0.689097 0.518788
S: -0.426407 1.904207 0.536441
H: 1.555375 1.684500 -0.845668
H: -0.923726 -2.473300 0.943325

Forces on the atoms, in the same order (eV/Å):
H -0.449 0.025 0.252
O 0.435 0.184 0.098
H 0.423 0.029 -0.141
H -0.170 0.491 0.104
C -0.993 -0.191 -0.243
C 1.623 0.222 -0.182
S 0.605 -0.549 0.452
H -0.412 -0.219 0.115
S -0.807 -0.307 -0.569
H -0.335 0.371 -0.149
H 0.083 -0.056 0.264

Partial charges, natural (NBO), in e: 0.282 -0.460 0.086 0.192 0.269 -0.844 0.171 0.298 0.604 0.294 0.109

***

Density functional theory data (ωB97M-V with the def2-TZVPD basis set) for a cluster of 2 separate species, C2H6OS2 in total at a distorted geometry.

Summary:
ΔE to the lowest compared entry with this formula, charge and spin = 1.455 eV
strongest force on any atom = 0.157 Eh/bohr
Kohn-Sham gap (spin up / spin down) = 0.3040 / 0.1934 Ha
total charge = +1
highest occupied orbital energy (spin up / spin down) = -14.17 / -13.94 eV
spin multiplicity = 2

Element x y z (Å)
H: 2.293662 -0.058978 0.598125
H: -0.828774 -1.542231 -1.196039
C: -1.583017 -1.136205 -0.510918
O: 2.232141 -1.939119 1.524817
C: 1.780588 -0.776728 1.170648
H: -2.566780 -1.214423 -0.886768
H: 0.797622 -0.510532 1.660304
S: 0.151080 1.412351 -1.157033
S: -1.204180 0.439386 0.174293
H: -0.136038 2.667323 -0.830830
H: -1.752654 -1.978393 0.222135

Forces on the atoms, in the same order (eV/Å):
H 0.967 0.822 -1.063
H -0.252 0.438 -0.068
C 1.083 -2.335 0.416
O -1.961 5.962 -2.367
C 0.559 -6.937 4.107
H -1.179 0.955 -1.266
H 0.507 0.150 -0.625
S -1.089 -2.071 0.488
S 0.741 1.371 -0.610
H -0.339 0.388 0.583
H 0.962 1.257 0.405

Partial charges, natural (NBO), in e: 0.151 0.286 -0.870 -0.422 0.215 0.297 0.118 0.146 0.573 0.189 0.318

***

Density functional theory data (ωB97M-V with the def2-TZVPD basis set) for a structure of composition C2H6OSSn at a distorted geometry.

Summary:
strongest force on any atom = 0.035 Eh/bohr
Kohn-Sham gap (spin up / spin down) = 0.2202 / 0.2679 Ha
total charge = +1
highest occupied orbital energy (spin up / spin down) = -12.25 / -13.39 eV
spin multiplicity = 2

Element x y z (Å)
H: -1.632861 -1.034255 0.703663
S: -0.611131 0.785385 -0.221217
H: -0.791161 -1.549255 -0.859317
H: 0.156409 0.826235 2.001293
H: 1.228139 1.992415 1.031443
C: -0.749431 -0.977425 0.067703
H: 0.054449 -1.253785 0.749983
H: 1.400929 0.297035 0.736403
O: 0.203049 0.833715 -1.502267
Sn: 0.055039 -0.967555 -3.782647
C: 0.686569 1.047485 1.074963

Forces on the atoms, in the same order (eV/Å):
H -0.392 -0.642 -0.384
S 1.260 0.253 -0.105
H -0.179 0.198 0.232
H 0.536 0.095 0.229
H -0.772 0.264 0.021
C -0.409 0.453 1.684
H 0.239 -0.386 -0.537
H 0.085 -0.162 0.599
O 0.002 -0.428 -1.587
Sn 0.118 0.898 0.910
C -0.487 -0.542 -1.062

Partial charges, natural (NBO), in e: 0.251 1.239 0.233 0.240 0.267 -0.819 0.248 0.231 -1.059 0.939 -0.770

***

Density functional theory data (ωB97M-V with the def2-TZVPD basis set) for a cluster of 2 separate species, C2H6OSi in total at a distorted geometry.

Summary:
ΔE to the lowest compared entry with this formula, charge and spin = 5.204 eV
strongest force on any atom = 0.060 Eh/bohr
Kohn-Sham gap (spin up / spin down) = 0.2931 / 0.2927 Ha
total charge = 0
highest occupied orbital energy (spin up / spin down) = -8.71 / -8.70 eV

Element x y z (Å)
O: -1.188630 1.765190 -0.213107
H: 1.504122 -0.130029 -1.574217
H: -0.596657 -1.854124 1.011639
C: 0.015420 1.684383 -0.020312
H: 2.876292 -0.541960 1.046589
H: -1.655251 -0.574407 0.435449
Si: 0.663796 -0.125167 -0.278293
H: -1.335786 -1.674308 -0.591097
H: 0.500915 2.686916 0.031593
C: -0.784220 -1.236493 0.151756

Forces on the atoms, in the same order (eV/Å):
O 0.407 -0.360 0.335
H -1.026 -0.180 0.770
H 0.188 -0.530 0.040
C -1.117 0.658 -0.936
H -2.338 0.394 -1.131
H 1.280 0.125 0.348
Si 2.611 0.048 0.808
H -0.404 -1.995 -2.332
H 0.703 -0.697 0.342
C -0.304 2.537 1.756

Partial charges, natural (NBO), in e: -0.517 -0.136 0.264 0.025 -0.289 0.282 1.114 0.259 0.153 -1.154

***

Density functional theory data (ωB97M-V with the def2-TZVPD basis set) for a cluster of 2 separate species, C2H6OSi in total at a distorted geometry.

Summary:
ΔE to the lowest compared entry with this formula, charge and spin = 0.433 eV
strongest force on any atom = 0.024 Eh/bohr
Kohn-Sham gap (spin up / spin down) = 0.3104 / 0.3860 Ha
total charge = 0
highest occupied orbital energy (spin up / spin down) = -7.68 / -11.52 eV
spin multiplicity = 3

Element x y z (Å)
C: -1.068723 1.532878 -0.966315
H: 1.508501 0.575626 -0.334033
C: -0.615490 -0.879125 0.701579
H: -1.279226 -1.465902 0.092451
H: -2.119193 1.777705 -1.140850
H: -1.076868 -0.414663 1.554344
Si: 1.186804 -0.688555 0.340992
O: -0.103029 2.088774 -1.344932
H: 1.625377 -1.801838 -0.504590
H: 1.941847 -0.724899 1.601354

Forces on the atoms, in the same order (eV/Å):
C 1.214 0.042 -0.025
H 0.087 0.024 -0.011
C 0.545 -0.350 0.220
H -0.160 -0.111 -0.185
H -0.704 0.471 -0.326
H -0.153 0.158 0.204
Si -0.220 -0.123 0.171
O -0.810 0.093 -0.059
H 0.095 -0.193 -0.183
H 0.108 -0.011 0.193

Partial charges, natural (NBO), in e: 0.339 -0.152 -0.703 0.186 0.122 0.184 0.811 -0.451 -0.170 -0.168

***

Density functional theory data (ωB97M-V with the def2-TZVPD basis set) for an isolated molecule of C2H6P2S at a distorted geometry.

Summary:
ΔE to the lowest compared entry with this formula, charge and spin = 2.091 eV
strongest force on any atom = 0.077 Eh/bohr
Kohn-Sham gap = 0.3247 Ha
total charge = 0
highest occupied orbital energy = -8.36 eV
SMILES = P/C=C/SP

Element x y z (Å)
C: 0.690665 -0.925480 -0.021310
H: 0.160187 -3.204530 0.099177
H: 1.373381 -0.214222 -0.188448
H: -1.321696 -1.153177 0.285509
C: -0.518976 -0.546193 0.295031
H: -1.193418 3.402689 -0.807775
S: -1.214987 1.140090 0.358875
H: -0.600615 3.544509 1.511006
H: 1.367230 -2.460023 -1.566607
P: -0.167559 3.083897 0.078041
P: 1.425788 -2.667561 -0.043501

Forces on the atoms, in the same order (eV/Å):
C -0.599 -3.023 1.273
H -0.598 -0.687 -0.188
H 2.698 2.680 -0.537
H -2.709 -2.131 0.597
C 1.976 3.351 -0.853
H -0.604 0.589 0.341
S -0.637 -0.141 0.155
H 0.123 -0.327 -2.426
H 0.180 -1.014 1.711
P 0.607 -1.473 2.120
P -0.436 2.176 -2.193

Partial charges, natural (NBO), in e: -0.452 -0.034 0.196 0.205 -0.289 -0.001 -0.134 0.027 0.001 0.186 0.295

***

Density functional theory data (ωB97M-V with the def2-TZVPD basis set) for a cluster of 2 separate species, C2H6S in total.

Summary:
ΔE to the lowest compared entry with this formula, charge and spin = 1.121 eV
strongest force on any atom = 0.015 Eh/bohr
Kohn-Sham gap = 0.3873 Ha
total charge = 0
highest occupied orbital energy = -9.63 eV
SMILES = C=C.S

Element x y z (Å)
H: 2.390794 1.775177 -0.327213
C: -0.335747 -1.042038 0.602628
C: -1.315829 -1.315466 -0.244270
H: -0.351917 -0.260601 1.347331
H: -1.295945 -2.240459 -0.805531
H: 1.311600 3.229552 -0.734449
H: 0.534536 -1.696368 0.601304
H: -2.091300 -0.588733 -0.467942
S: 1.153807 2.138935 0.028139

Forces on the atoms, in the same order (eV/Å):
H 0.041 -0.260 0.135
C 0.222 -0.737 0.055
C 0.146 0.471 -0.130
H 0.046 0.423 -0.352
H 0.052 0.187 -0.324
H -0.236 0.109 0.086
H -0.192 -0.053 0.413
H -0.296 -0.357 0.364
S 0.216 0.217 -0.247

Partial charges, natural (NBO), in e: 0.142 -0.383 -0.386 0.195 0.192 0.142 0.187 0.194 -0.283

***

Density functional theory data (ωB97M-V with the def2-TZVPD basis set) for a structure of composition C2H7AlBBrF5N2O3S at a distorted geometry.

Summary:
strongest force on any atom = 0.076 Eh/bohr
Kohn-Sham gap = 0.2899 Ha
total charge = -1
highest occupied orbital energy = -6.31 eV

Element x y z (Å)
C: 1.101658 -2.131513 0.249437
F: -3.586770 -1.667315 -1.807734
H: 0.295478 0.215658 -1.739348
Br: -2.407613 1.152400 -0.943428
H: -1.744060 0.162954 2.142118
F: 0.105526 3.863021 2.570613
H: 2.165766 -2.184288 -0.106913
O: -1.154318 -1.787419 -2.355508
H: 1.695073 0.899360 -0.755691
F: 2.483310 2.535057 1.671381
H: 1.135746 -2.532971 1.294746
F: 1.809435 5.120691 0.640181
Al: 1.165240 3.589374 1.200580
H: 0.521502 -2.804649 -0.424021
N: 0.718433 -0.708516 0.213594
N: -1.935647 -0.474762 -0.156939
S: -2.059599 -1.794737 -1.197358
F: 0.252975 2.833195 -0.098478
C: 1.116932 -0.014697 -1.027702
O: -0.819652 -0.090385 2.015157
O: -2.046762 -3.075850 -0.447903
B: -0.654564 -0.441411 0.653500
H: 1.841912 -0.663197 -1.590284

Forces on the atoms, in the same order (eV/Å):
C 1.449 -0.360 0.125
F 2.031 0.408 1.145
H 0.441 -0.003 0.583
Br -0.024 0.149 -0.002
H 0.062 -0.110 0.360
F 0.776 -0.228 -1.134
H -0.854 0.004 0.330
O -2.182 0.832 2.083
H -0.787 -0.473 -0.250
F -1.068 0.829 -0.470
H -0.397 0.386 -0.826
F -0.546 -1.230 0.404
Al 0.163 0.106 0.252
H 0.203 0.408 0.527
N -1.758 -0.637 -0.606
N -0.834 -1.338 -1.347
S 1.186 -3.469 -1.312
F 0.575 0.477 0.946
C 1.287 -0.063 -0.540
O -0.415 -0.492 -2.503
O -0.449 3.623 -0.959
B 1.867 0.765 2.760
H -0.728 0.416 0.433

Partial charges, natural (NBO), in e: -0.409 -0.478 0.195 0.314 0.485 -0.793 0.195 -0.875 0.239 -0.791 0.206 -0.792 2.183 0.184 -0.740 -1.034 2.423 -0.802 -0.416 -0.833 -0.875 1.230 0.184

***

Density functional theory data (ωB97M-V with the def2-TZVPD basis set) for a cluster of 2 separate species, C2H7BrN4 in total at a distorted geometry.

Summary:
ΔE to the lowest compared entry with this formula, charge and spin = 11.251 eV
strongest force on any atom = 0.152 Eh/bohr
Kohn-Sham gap (spin up / spin down) = 0.2716 / 0.2276 Ha
total charge = +2
highest occupied orbital energy (spin up / spin down) = -19.00 / -18.49 eV

Element x y z (Å)
H: -4.024079 3.092306 0.368290
C: 1.289249 -0.458665 -0.587047
C: -0.418416 0.969250 -0.079181
N: -1.628534 1.414250 0.119122
H: 0.260323 1.664477 -0.519600
H: 0.084839 -2.211974 0.641955
Br: -3.938429 -0.246419 -0.381757
H: 2.148239 -0.612143 0.166074
H: 1.298182 -1.304357 -1.408094
N: -2.804873 1.216181 0.220764
N: -0.420252 -1.261357 0.725344
H: 1.497460 0.447567 -1.043764
N: 0.141471 -0.290552 0.063364
H: -1.258080 -1.302935 1.149949

Forces on the atoms, in the same order (eV/Å):
H 0.357 -0.600 -0.040
C 6.206 -3.384 -1.514
C 1.780 -1.773 -0.624
N -3.439 -0.825 0.896
H 0.190 0.511 -0.084
H -0.934 1.993 0.255
Br 0.724 0.460 0.131
H -1.071 -0.235 -1.108
H -0.265 1.437 1.753
N 1.082 0.912 -0.052
N 5.430 -3.287 -2.136
H 0.809 1.332 -1.248
N -7.079 2.637 2.049
H -3.789 0.821 1.722

Partial charges, natural (NBO), in e: 0.273 -0.479 0.162 -0.028 0.271 0.460 0.434 0.299 0.315 -0.013 -0.422 0.259 0.037 0.431

***

Density functional theory data (ωB97M-V with the def2-TZVPD basis set) for a structure of composition C2H7BrN4 at a distorted geometry.

Summary:
ΔE to the lowest compared entry with this formula, charge and spin = 3.036 eV
strongest force on any atom = 0.105 Eh/bohr
Kohn-Sham gap = 0.3527 Ha
total charge = +2
highest occupied orbital energy = -19.42 eV

Element x y z (Å)
C: 0.932800 -0.612036 -0.168018
H: -0.362790 -1.744002 0.914404
Br: -3.000751 -0.281396 -0.615092
H: -1.058080 2.475109 0.762154
N: 0.556813 -1.529668 0.740568
H: 1.164772 -2.323881 0.881184
H: 2.565210 -1.469884 -0.121081
H: -2.762274 2.133529 0.902830
H: 0.423249 1.088305 -1.371641
N: 0.113607 0.316517 -0.725449
N: -1.853475 1.827584 0.526444
C: -1.691181 0.785881 -0.117793
H: 2.794024 -0.075429 -1.114230
N: 2.178079 -0.590627 -0.494278

Forces on the atoms, in the same order (eV/Å):
C -1.912 1.330 0.188
H -2.544 -0.295 0.353
Br -0.438 -0.981 -0.491
H -0.775 -0.800 -0.211
N 1.752 0.737 -1.001
H 0.128 0.065 0.218
H 0.934 0.957 -0.657
H 0.069 -0.212 -0.328
H -0.177 -1.309 1.067
N -4.135 2.138 0.717
N 1.586 3.472 1.909
C 3.870 -3.016 -2.202
H -0.749 0.344 -0.043
N 2.390 -2.428 0.481

Partial charges, natural (NBO), in e: 0.653 0.418 0.475 0.486 -0.738 0.433 0.424 0.492 0.460 -0.595 -0.668 0.399 0.474 -0.711

***

Density functional theory data (ωB97M-V with the def2-TZVPD basis set) for a structure of composition C2H7ClN2 at a distorted geometry.

Summary:
ΔE to the lowest compared entry with this formula, charge and spin = 0.246 eV
strongest force on any atom = 0.030 Eh/bohr
Kohn-Sham gap (spin up / spin down) = 0.3196 / 0.3196 Ha
total charge = 0
highest occupied orbital energy (spin up / spin down) = -9.19 / -9.19 eV

Element x y z (Å)
C: -0.060381 0.762016 0.071750
N: -0.643297 -1.455080 0.095177
N: -0.851800 -0.306487 -0.466971
H: 2.001614 1.382833 -0.029216
H: -0.453075 -1.503286 1.099699
H: 1.489701 0.363011 -1.380744
H: -0.421653 1.685543 -0.377960
Cl: -2.908637 0.288721 0.212091
H: -1.199273 -2.210852 -0.282216
H: 1.792350 -0.357749 0.202928
H: -0.150268 0.831348 1.165110
C: 1.404715 0.519978 -0.309653

Forces on the atoms, in the same order (eV/Å):
C 0.581 0.589 0.522
N 0.079 0.054 0.258
N -1.411 -0.591 -0.181
H 0.020 0.090 0.020
H -0.085 0.081 -0.212
H 0.081 -0.006 -0.127
H -0.071 -0.122 0.138
Cl 0.970 -0.095 -0.276
H 0.099 0.089 -0.008
H 0.083 -0.016 -0.015
H -0.102 0.008 -0.139
C -0.245 -0.081 0.020

Partial charges, natural (NBO), in e: -0.269 -0.508 -0.004 0.224 0.355 0.220 0.233 -0.430 0.395 0.206 0.191 -0.611

***

Density functional theory data (ωB97M-V with the def2-TZVPD basis set) for a structure of composition C2H7ClN3 at a distorted geometry.

Summary:
ΔE to the lowest compared entry with this formula, charge and spin = 4.322 eV
strongest force on any atom = 0.070 Eh/bohr
Kohn-Sham gap = 0.3538 Ha
total charge = +1
highest occupied orbital energy = -13.26 eV

Element x y z (Å)
H: -1.645043 -1.128089 -0.615791
N: -0.570849 -1.076182 -0.921153
C: 1.372121 -0.187341 0.611658
H: -0.478703 -0.169360 -1.596204
H: -0.735643 1.921702 -1.271971
N: 0.824243 0.741546 1.453921
H: -0.975374 -0.078016 1.937834
H: -0.340937 -2.013937 -1.385775
C: 0.141241 -0.627280 0.272266
Cl: -0.434415 1.601560 -2.590263
H: 0.963620 1.144788 2.446269
N: -0.514419 0.353458 1.150086
H: 2.394156 -0.482850 0.509123

Forces on the atoms, in the same order (eV/Å):
H 2.798 0.051 -1.020
N -2.301 1.027 -0.613
C 0.209 -0.398 0.656
H -0.470 -2.425 0.505
H 0.515 -0.275 -2.246
N -0.225 1.875 3.035
H -0.027 -0.140 0.447
H 0.015 1.740 0.929
C -1.123 -0.577 0.633
Cl -0.519 0.473 2.473
H 0.465 -1.410 -2.266
N 0.323 -0.268 -2.092
H 0.339 0.327 -0.440

Partial charges, natural (NBO), in e: 0.464 -0.762 -0.027 0.460 0.318 -0.397 0.386 0.473 0.077 -0.229 0.431 -0.448 0.254